[1]
Formula: C3H3LaLiO2
Source: the OMol25 dataset
Level of theory: ωB97M-V/def2-TZVPD

Last column: Mulliken charge in e.
CARTESIAN COORDINATES (ANGSTROEM)
C  -0.428  0.158  -0.518  -0.06
C  -1.324  1.148  -0.508  -0.61
H  -2.365  0.932  -0.739  0.28
H  -0.774  -0.852  -0.761  0.40
H  -1.025  2.183  -0.334  0.27
O  1.076  0.581  -0.636  -0.18
C  1.836  -0.233  0.098  -0.32
O  0.921  -0.906  0.946  -0.41
Li  2.800  -2.083  -0.427  0.96
La  -0.717  -0.928  2.879  0.66

Maximum force: 5.4 eV/A
Total charge: +1
Orbital gap (alpha / beta): 5.1 / 5.1 eV
M: 216.90 g/mol
LUMO (alpha / beta): -4.000 / -4.027 eV

[2]
Formula: C25H24AlF40O5S2
Source: the OMol25 dataset
Level of theory: ωB97M-V/def2-TZVPD

Last column: Mulliken charge in e.
CARTESIAN COORDINATES (ANGSTROEM)
S  -1.962  0.587  -1.617  -0.25
Al  -3.315  2.350  -2.247  -0.06
S  -5.266  1.436  -3.076  -0.50
H  -1.741  0.053  -2.822  -0.05
H  -2.679  3.146  -3.485  -0.24
H  -3.545  3.214  -0.933  -0.11
H  -5.697  0.774  -2.000  0.07
C  2.953  -1.402  -1.346  -0.76
C  4.150  -2.252  -1.785  1.19
C  4.238  -2.685  -3.250  -0.02
F  3.221  -3.501  -3.580  -0.21
F  5.398  -3.365  -3.425  -0.29
F  4.270  -3.335  -0.982  -0.30
F  5.260  -1.474  -1.582  -0.35
O  1.901  -2.087  -0.699  -0.18
C  0.849  -2.584  -1.433  0.68
C  0.686  -4.098  -1.260  0.75
F  1.798  -4.746  -1.677  -0.25
F  -0.355  -4.506  -2.018  -0.24
F  0.957  -2.264  -2.739  -0.32
F  -0.271  -2.018  -0.951  -0.13
H  3.357  -0.728  -0.596  0.15
H  2.585  -0.763  -2.148  0.38
H  4.240  -1.812  -3.909  0.31
H  0.498  -4.342  -0.215  -0.32
C  0.126  -2.143  2.958  -0.61
C  0.488  -1.634  4.360  0.81
C  1.873  -2.000  4.896  0.67
F  1.989  -3.336  5.056  -0.23
F  2.047  -1.419  6.108  -0.29
F  -0.456  -1.999  5.256  -0.30
F  0.483  -0.272  4.280  -0.32
O  -0.663  -3.318  2.907  -0.36
C  -0.103  -4.556  2.856  0.86
C  -0.583  -5.427  4.022  0.14
F  -0.209  -4.883  5.197  -0.23
F  -0.015  -6.652  3.917  -0.27
F  1.242  -4.521  2.783  -0.28
F  -0.542  -5.165  1.719  -0.30
H  -0.509  -1.368  2.529  0.50
H  1.007  -2.212  2.319  0.19
H  2.652  -1.642  4.223  -0.20
H  -1.670  -5.522  3.993  0.25
C  7.340  1.812  2.644  -0.73
C  7.097  2.699  1.416  0.90
C  5.904  3.659  1.455  0.06
F  4.746  2.975  1.533  -0.18
F  5.899  4.381  0.315  -0.26
F  7.039  1.942  0.302  -0.26
F  8.198  3.507  1.318  -0.34
O  6.889  0.474  2.559  -0.37
C  5.641  0.102  2.968  0.67
C  4.856  -0.548  1.823  0.32
F  4.677  0.330  0.819  -0.29
F  3.630  -0.912  2.282  -0.20
F  4.949  1.115  3.521  -0.29
F  5.784  -0.854  3.921  -0.32
H  8.424  1.724  2.707  0.39
H  7.007  2.299  3.561  0.32
H  5.983  4.342  2.306  0.28
H  5.379  -1.429  1.444  0.24
C  -3.301  6.094  2.868  -0.82
C  -2.817  5.338  1.621  1.00
C  -1.307  5.312  1.371  0.08
F  -0.847  6.570  1.159  -0.24
F  -1.026  4.571  0.290  -0.20
F  -3.463  5.795  0.534  -0.22
F  -3.168  4.039  1.834  -0.29
O  -3.806  7.405  2.671  -0.38
C  -3.021  8.514  2.748  0.82
C  -3.062  9.315  1.440  0.19
F  -2.574  8.585  0.425  -0.21
F  -2.291  10.423  1.583  -0.27
F  -1.755  8.240  3.116  -0.29
F  -3.546  9.325  3.707  -0.32
H  -4.166  5.527  3.206  0.39
H  -2.564  6.061  3.671  0.33
H  -0.787  4.881  2.232  0.23
H  -4.089  9.613  1.217  0.25
C  -3.856  -2.651  -4.613  -0.77
C  -4.348  -1.929  -5.873  0.94
C  -5.727  -1.276  -5.799  0.49
F  -6.696  -2.212  -5.645  -0.24
F  -5.965  -0.628  -6.965  -0.28
F  -4.274  -2.753  -6.950  -0.30
F  -3.473  -0.906  -6.080  -0.30
O  -3.986  -4.066  -4.601  -0.40
C  -5.090  -4.692  -4.112  0.87
C  -5.723  -5.593  -5.181  0.18
F  -6.138  -4.864  -6.233  -0.22
F  -6.801  -6.223  -4.649  -0.27
F  -5.992  -3.847  -3.587  -0.28
F  -4.689  -5.527  -3.113  -0.31
H  -2.780  -2.484  -4.601  0.36
H  -4.254  -2.189  -3.709  0.40
H  -5.748  -0.577  -4.964  -0.08
H  -4.999  -6.337  -5.517  0.23

Maximum force: 0.7 eV/A
Total charge: -1
Orbital gap: 6.7 eV
M: 1255.50 g/mol
LUMO: 1.610 eV

[3]
Formula: C9H8ClN5
Source: the OMol25 dataset
Level of theory: ωB97M-V/def2-TZVPD

Last column: Mulliken charge in e.
CARTESIAN COORDINATES (ANGSTROEM)
C  3.102  -0.854  0.444  -0.61
C  3.030  -0.345  -0.864  -0.45
C  2.152  -0.407  1.335  -0.71
C  2.021  0.554  -1.247  -0.56
C  1.200  0.539  0.979  -0.30
C  -4.052  -0.791  0.027  0.00
C  -1.943  -1.725  0.341  0.02
C  1.149  1.024  -0.310  1.24
C  -2.241  0.351  -0.456  0.40
N  -3.295  -1.848  0.401  -0.54
N  -3.523  0.332  -0.334  -0.52
N  -1.356  -0.601  -0.112  -0.20
N  0.186  1.933  -0.758  0.05
N  -1.032  2.352  -0.361  -0.54
Cl  -1.192  2.615  1.374  -0.11
H  3.985  -1.396  0.679  0.42
H  3.580  -0.903  -1.682  0.27
H  2.112  -0.806  2.326  0.38
H  1.905  0.709  -2.377  0.14
H  0.486  0.728  1.668  0.47
H  -5.068  -0.841  0.099  0.45
H  -1.306  -2.565  0.673  0.38
H  0.099  1.944  -1.846  0.31

Maximum force: 4.4 eV/A
Total charge: 0
Orbital gap (alpha / beta): 7.7 / 7.8 eV
M: 221.65 g/mol
LUMO (alpha / beta): -0.051 / -0.375 eV

[4]
Formula: C3H3N3O
Source: the OMol25 dataset
Level of theory: ωB97M-V/def2-TZVPD

Last column: Mulliken charge in e.
CARTESIAN COORDINATES (ANGSTROEM)
N  2.089  -0.172  0.527  -0.46
C  1.004  -0.599  0.201  0.47
N  0.532  2.054  -0.763  0.11
N  -0.506  2.411  -0.701  -0.13
O  -1.520  0.392  1.201  -0.49
C  -1.440  -0.507  0.387  -0.01
C  -0.188  -1.115  -0.092  -0.46
H  2.580  0.520  -0.039  0.32
H  -2.349  -0.917  -0.105  0.32
H  -0.202  -2.067  -0.617  0.35

Maximum force: 1.7 eV/A
Total charge: 0
Orbital gap: 10.1 eV
M: 97.08 g/mol
LUMO: 0.480 eV

[5]
Formula: C8H11LiN3SSbSe5
Source: the OMol25 dataset
Level of theory: ωB97M-V/def2-TZVPD

Last column: Mulliken charge in e.
CARTESIAN COORDINATES (ANGSTROEM)
Li  -1.007  -0.746  -1.715  0.77
C  0.630  -2.519  1.342  -0.81
N  0.923  -1.118  1.075  0.45
C  1.550  -0.673  -0.075  -0.22
C  1.619  0.670  0.020  -0.43
N  1.054  1.026  1.234  0.35
C  0.971  2.366  1.765  -0.99
C  0.630  -0.081  1.884  -0.40
Se  -0.189  -0.118  3.550  -0.37
H  1.218  -2.856  2.196  0.31
H  0.876  -3.086  0.445  0.26
H  -0.429  -2.633  1.561  0.33
H  1.881  -1.360  -0.847  0.16
H  1.980  1.395  -0.687  0.40
H  1.410  3.047  1.038  0.29
H  1.509  2.427  2.712  0.38
H  -0.067  2.637  1.947  0.31
S  -2.117  3.372  -0.532  -0.20
C  -2.566  2.387  0.800  -0.22
C  -2.277  1.091  0.524  -0.68
N  -1.704  0.875  -0.703  -0.15
C  -1.548  1.983  -1.360  -0.04
H  -2.990  2.794  1.701  0.45
H  -2.427  0.258  1.196  0.40
H  -1.101  2.009  -2.348  0.25
Se  -1.429  -3.105  -1.828  -0.88
Sb  0.484  -2.712  -3.428  0.72
Se  0.479  -0.179  -3.594  -0.86
Se  2.544  -3.412  -2.272  -0.81
Se  0.096  -3.739  -5.599  -0.78

Maximum force: 0.2 eV/A
Total charge: -2
Orbital gap: 4.5 eV
M: 704.76 g/mol
LUMO: 3.530 eV

[6]
Formula: C23H29N3OS
Source: the OMol25 dataset
Level of theory: ωB97M-V/def2-TZVPD

Last column: Mulliken charge in e.
CARTESIAN COORDINATES (ANGSTROEM)
O  1.291  2.402  1.575  -0.69
C  1.778  1.499  2.236  1.12
N  1.151  0.321  2.414  0.22
C  1.656  -0.850  3.093  -1.11
H  2.539  -0.608  3.680  0.49
C  1.982  -1.947  2.077  -0.37
C  0.754  -2.262  1.227  -0.92
H  0.997  -2.995  0.459  0.38
H  -0.024  -2.685  1.866  0.30
C  0.248  -0.977  0.561  -0.06
N  -0.835  -1.244  -0.365  0.24
C  -2.112  -1.599  0.223  -0.29
C  -3.026  -2.165  -0.874  -1.52
N  -3.234  -1.185  -1.918  0.10
C  -4.293  -0.291  -1.824  0.99
C  -5.568  -0.762  -1.483  -0.29
C  -6.656  0.085  -1.441  -0.63
C  -6.519  1.428  -1.748  -0.46
C  -5.271  1.906  -2.103  -0.82
C  -4.173  1.067  -2.139  -0.35
H  -3.216  1.488  -2.406  0.25
H  -5.142  2.951  -2.346  0.36
H  -7.372  2.089  -1.715  0.38
H  -7.625  -0.312  -1.175  0.36
H  -5.714  -1.810  -1.271  0.40
C  -1.957  -0.773  -2.455  -1.47
H  -2.103  -0.051  -3.258  0.59
C  -1.030  -0.213  -1.370  -0.21
H  -0.064  0.043  -1.809  0.49
H  -1.474  0.701  -0.941  0.25
H  -1.485  -1.666  -2.878  0.39
H  -3.974  -2.466  -0.434  0.45
H  -2.545  -3.042  -1.319  0.35
H  -1.962  -2.359  0.989  0.48
H  -2.616  -0.727  0.678  0.28
H  1.071  -0.572  -0.043  0.24
C  -0.060  0.058  1.663  -1.20
H  -0.398  1.000  1.230  0.45
H  -0.823  -0.325  2.347  0.18
H  2.317  -2.839  2.607  0.42
H  2.798  -1.606  1.437  0.19
H  0.873  -1.204  3.775  0.35
C  3.117  1.715  2.922  -1.19
H  3.043  1.543  3.996  0.57
H  3.431  2.744  2.746  0.49
S  4.456  0.604  2.368  -0.14
C  4.822  1.091  0.704  1.05
C  5.901  0.438  0.114  -0.67
C  6.269  0.744  -1.181  -0.51
C  5.566  1.702  -1.895  -0.46
C  4.493  2.345  -1.304  -0.81
C  4.112  2.047  -0.006  -0.44
H  3.266  2.557  0.422  0.33
H  3.938  3.091  -1.853  0.40
H  5.854  1.944  -2.907  0.37
H  7.108  0.236  -1.632  0.37
H  6.442  -0.304  0.683  0.37

Maximum force: 0.6 eV/A
Total charge: 0
Orbital gap: 8.2 eV
M: 395.57 g/mol
LUMO: 0.651 eV

[7]
Formula: C2H4N4O3S
Source: the OMol25 dataset
Level of theory: ωB97M-V/def2-TZVPD

Last column: Mulliken charge in e.
CARTESIAN COORDINATES (ANGSTROEM)
C  -0.951  1.228  0.798  0.52
C  0.980  -0.146  0.572  0.44
N  0.111  -1.834  -0.904  -0.75
N  -0.317  0.248  0.402  -0.42
N  1.190  -1.229  -0.116  0.07
N  -1.610  1.970  1.474  -0.48
O  1.790  0.328  1.291  -0.60
O  -1.686  4.467  1.766  -0.43
O  -0.938  6.145  3.328  -0.37
S  -1.634  4.908  3.104  0.74
H  -0.857  -1.324  -1.150  0.33
H  2.069  -1.720  -0.371  0.28
H  0.462  -1.642  -1.893  0.24
H  -1.887  2.894  1.256  0.43

Maximum force: 4.8 eV/A
Total charge: 0
Orbital gap: 7.5 eV
M: 164.15 g/mol
LUMO: -1.591 eV

Among the records above, which one has the highest total charge?
C3H3LaLiO2

The lowest total charge belongs to which entry?
C8H11LiN3SSbSe5